{
  "formula": "C17H16BBrN2O6",
  "method": "ωB97M-V/def2-TZVPD",
  "homo_energy_ev": -9.355,
  "smiles": "O=C1c2ccc(Br)c(CCc3ccccc3)c2C(=O)N1B(O)O.C[N+](=O)[O-]",
  "gap_ev": 8.72,
  "total_energy_ev": -103874.5346,
  "symbols": ["O", "C", "C", "C", "C", "C", "Br", "C", "C", "C", "C", "C", "C", "C", "C", "C", "C", "C", "O", "N", "B", "O", "O", "H", "H", "H", "H", "H", "H", "H", "H", "H", "H", "H", "H", "H", "C", "N", "O", "O", "H", "H", "H"],
  "coordinates": [[3.8240, -2.1841, -0.8281], [2.9582, -1.4613, -0.4626], [2.5085, -0.2154, -1.1290], [2.9045, 0.3406, -2.3278], [2.3089, 1.5299, -2.7146], [1.3263, 2.1330, -1.9326], [0.5642, 3.7455, -2.5695], [0.9081, 1.5750, -0.7171], [-0.1793, 2.1602, 0.1545], [-1.4385, 1.2423, 0.2284], [-1.6126, 0.3186, -0.9507], [-1.9341, 0.8196, -2.2105], [-2.1042, -0.0399, -3.2893], [-1.9713, -1.4136, -3.1279], [-1.6517, -1.9161, -1.8756], [-1.4761, -1.0573, -0.7959], [1.5561, 0.4037, -0.3497], [1.4131, -0.4175, 0.8911], [0.7909, -0.1126, 1.8702], [2.1884, -1.5834, 0.7248], [1.6164, -2.8786, 1.1176], [0.8480, -2.9657, 2.2724], [1.8443, -3.9842, 0.3684], [3.6568, -0.1281, -2.9448], [2.5766, 2.0082, -3.6436], [-0.4861, 3.1164, -0.2424], [0.2374, 2.2893, 1.1496], [-2.3099, 1.8938, 0.2616], [-1.4619, 0.6608, 1.1398], [-2.0465, 1.8873, -2.3354], [-2.3389, 0.3850, -4.2546], [-2.1279, -2.0677, -3.9696], [-1.5686, -2.9876, -1.7536], [-1.2354, -1.4566, 0.1806], [0.0219, -2.4772, 2.1787], [1.1272, -4.6137, 0.4856], [-0.7404, 0.7755, 4.5927], [-2.0587, 1.4260, 4.3519], [-2.5915, 1.2144, 3.2792], [-2.5089, 2.1254, 5.2321], [-0.4829, 0.2099, 3.7068], [-0.0179, 1.5657, 4.7744], [-0.8364, 0.1345, 5.4640]],
  "atomic_forces_ev_per_a": [[0.5, -0.8, -0.1], [-0.3, 0.8, -0.2], [-0.1, 0.5, -0.3], [0.2, 0.0, -0.1], [-0.2, 0.1, 0.0], [0.0, -0.4, 0.4], [0.0, 0.0, -0.1], [-0.1, 0.5, 0.2], [0.0, -0.7, -0.3], [-0.1, 0.2, -0.3], [-0.1, 0.0, 0.1], [0.1, -0.4, 0.0], [0.1, 0.2, 0.1], [0.0, 0.4, 0.2], [-0.1, -0.1, -0.1], [0.0, 0.0, -0.3], [0.2, -0.3, 0.1], [0.2, 0.7, -0.4], [-0.4, -0.3, 0.5], [-0.3, -0.6, -0.3], [0.1, -0.2, 1.1], [-0.4, -0.1, -0.9], [0.1, 0.4, -0.5], [0.0, -0.1, 0.0], [0.1, 0.0, -0.1], [0.1, 0.3, 0.0], [-0.1, 0.1, 0.2], [-0.1, 0.1, 0.1], [0.2, 0.0, 0.2], [0.0, 0.1, -0.1], [-0.1, -0.1, -0.1], [0.0, -0.2, -0.1], [0.1, 0.0, 0.1], [0.0, 0.0, 0.1], [0.2, 0.3, 0.5], [0.2, -0.3, 0.3], [0.0, -0.1, -0.1], [0.1, -0.1, -0.1], [-0.1, 0.1, 0.1], [0.0, 0.0, 0.0], [0.0, 0.0, 0.0], [0.0, 0.0, 0.1], [0.0, 0.1, 0.1]]
}